DFT (ωB97M-V/def2-TZVPD) results for C11H24ClI2N2P2Y as an isolated structure at a distorted geometry.

Each line ends with the natural charge from an NBO analysis.
Geometry (Å):
1 I -0.397 0.770 -3.665  0.099
2 I 2.024 -0.849 -4.403  0.212
3 Y -0.650 0.403 -0.664  1.594
4 P 1.491 1.991 -0.657  0.626
5 C 2.315 2.906 -2.072  -0.869
6 C 0.905 3.433 0.305  -0.904
7 H 1.716 4.129 0.123  0.251
8 H 3.241 2.293 1.059  0.266
9 H 0.794 3.225 1.376  0.275
10 H 2.101 0.987 1.427  0.248
11 H 1.530 3.181 -2.780  0.254
12 H -0.053 3.791 -0.067  0.249
13 C 2.698 1.459 0.620  -0.907
14 H 2.811 3.789 -1.679  0.259
15 H 3.346 0.666 0.236  0.251
16 H 3.005 2.225 -2.565  0.254
17 P -1.609 -1.981 -1.924  0.689
18 C -1.543 -2.987 -3.412  -0.902
19 C -1.242 -3.479 -0.966  -0.921
20 H -3.592 -1.711 -0.643  0.238
21 H -3.919 -3.085 -1.736  0.252
22 H -4.016 -1.407 -2.334  0.255
23 C -3.483 -2.088 -1.660  -0.866
24 H -1.159 -3.344 0.109  0.239
25 H -2.115 -4.115 -1.168  0.250
26 H -2.252 -3.773 -3.112  0.252
27 H -0.568 -3.447 -3.586  0.251
28 H -0.350 -3.990 -1.348  0.250
29 H -1.890 -2.470 -4.296  0.252
30 Cl -3.014 1.253 -0.582  -0.549
31 N -0.928 1.950 2.122  -0.795
32 C -0.250 0.841 2.653  0.393
33 C 0.213 0.794 3.981  -0.278
34 C 1.049 -0.256 4.415  -0.079
35 C 1.350 -1.278 3.493  -0.266
36 C 0.885 -1.141 2.186  0.059
37 N 0.026 -0.161 1.758  -0.656
38 H -1.534 1.710 1.358  0.370
39 H -1.558 2.306 2.825  0.416
40 H -0.156 1.580 4.661  0.253
41 H 1.479 -0.254 5.430  0.263
42 H 1.986 -2.116 3.806  0.264
43 H 1.314 -1.750 1.375  0.211

Summary:
Energy above the lowest of the compared OMol25 structures with the same formula, charge and spin: 45.2 kJ/mol
Energy: -2319.2236 a.u.
Total charge: +2
Highest occupied orbital energy: -0.5578 Eh
Gap between HOMO and LUMO: 5.70 eV
LUMO energy: -9.5 eV
F_max: 2.6 eV Å⁻¹
Multiplicity: 1